[1]
Formula: C16H9F3NO6S3
Source: OMol25
Level of theory: ωB97M-V/def2-TZVPD

Geometry as XYZ:
```
38
C16H9F3NO6S3 (ωB97M-V/def2-TZVPD)
F 4.0315 -0.0115 2.1728
C 2.7571 -0.3393 1.7775
F 2.5888 -1.6917 1.9294
S 1.5533 0.7174 2.6862
N 0.2651 -0.7413 2.4327
C -0.1580 -1.8825 3.2118
O 0.4143 -2.3216 4.2226
C -1.4049 -2.3215 2.5201
C -1.7553 -1.3645 1.5920
C -2.9457 -1.3667 0.8724
C -3.7976 -2.4402 1.1497
C -3.4743 -3.4291 2.0915
C -2.2614 -3.3871 2.8227
C -0.7095 -0.3836 1.6738
O -0.7018 0.7528 1.0156
H 2.6332 -0.0523 0.7353
H -3.1464 -0.5784 0.1626
H -4.7515 -2.4762 0.6278
H -4.1903 -4.2327 2.2709
H -1.9967 -4.1120 3.5785
F 1.4375 1.9221 0.6304
C 0.4493 1.7209 1.6603
S -0.5859 3.2153 0.4977
O 0.2763 4.3414 0.2066
O -1.3210 2.6355 -0.6114
C -1.8147 3.8582 1.6918
C -1.5021 3.5832 2.9946
C -2.2412 4.1027 4.0425
C -3.3125 4.9306 3.7217
C -3.6494 5.1925 2.3834
C -2.8950 4.6502 1.3329
S -0.0778 2.5419 3.2695
O -0.7281 1.3476 3.9513
O 0.9533 3.3249 3.7787
H -1.9588 3.8493 5.0581
H -3.8999 5.3542 4.5298
H -4.5125 5.8127 2.1309
H -3.1193 4.8086 0.2711
```

For the LUMO energy, the calculation gives 2.0 eV. The value obtained for the orbital gap is 4.89 eV. Its electronic energy is -2615.2362 hartree. The energy above the lowest of the compared OMol25 structures with the same formula, charge and spin is 0.0 kcal/mol. As for the charge: -1.

Electronic structure analysis, natural (NBO) charges in units of e: F -0.344; C 0.427; F -0.344; S 0.390; N -0.626; C 0.690; O -0.535; C -0.160; C -0.035; C -0.208; C -0.198; C -0.236; C -0.150; C 0.554; O -0.518; H 0.145; H 0.240; H 0.208; H 0.207; H 0.225; F -0.413; C -0.002; S 1.868; O -0.975; O -0.981; C -0.181; C -0.331; C -0.174; C -0.222; C -0.203; C -0.223; S 2.065; O -0.943; O -0.898; H 0.230; H 0.210; H 0.208; H 0.235

***

[2]
Formula: C6H5N5S
Source: OMol25
Level of theory: ωB97M-V/def2-TZVPD

Geometry as XYZ:
```
17
C6H5N5S (ωB97M-V/def2-TZVPD)
C -0.5050 -0.3021 -2.2465
N -0.7543 0.4279 -1.0291
N -1.6091 1.4650 -1.0211
C -1.5950 1.8772 0.2265
C -0.7701 1.1732 1.0546
S -0.0600 1.1088 2.6713
C 0.9774 -0.2488 2.1009
N 1.8456 -0.9917 2.6698
N 2.2399 -1.8841 1.6401
C 1.6281 -1.5987 0.5741
N 0.7643 -0.5097 0.7694
C -0.2023 0.2775 0.2131
H 0.5652 -0.3422 -2.4633
H -1.1135 0.2204 -2.9767
H -0.8741 -1.3410 -2.1633
H -2.2392 2.7818 0.3314
H 1.7021 -2.1138 -0.3514
```

For the LUMO energy, the calculation gives 0.5 eV. The value obtained for the orbital gap is 9.35 eV. Its SMILES is Cn1ncc2sc3nncn3c21. Its electronic energy is -903.5471 hartree. The energy above the lowest of the compared OMol25 structures with the same formula, charge and spin is 17.5 kcal/mol.

Electronic structure analysis, natural (NBO) charges in units of e: C -0.412; N -0.161; N -0.247; C -0.054; C -0.301; S 0.367; C 0.225; N -0.305; N -0.254; C 0.153; N -0.394; C 0.287; H 0.208; H 0.246; H 0.206; H 0.225; H 0.209

***

[3]
Formula: C12H27ClIO2P2Ru
Source: OMol25
Level of theory: ωB97M-V/def2-TZVPD

Geometry as XYZ:
```
46
C12H27ClIO2P2Ru (ωB97M-V/def2-TZVPD)
C 2.1916 2.0639 0.0207
C 1.4170 1.1047 0.8658
H 2.9923 2.5072 0.6270
H 1.5450 2.8657 -0.3510
H 2.6177 1.5640 -0.8550
O 1.5649 0.9772 2.0758
I -1.7363 -1.9578 -0.9914
Ru 0.0395 -0.0928 -0.0732
P -1.5283 1.5581 0.4249
C -2.3804 1.3310 2.0333
C -0.8823 3.2626 0.6204
H -2.4543 1.7014 -1.7896
H -3.4151 2.6739 -0.6115
H -3.5739 0.8781 -0.6613
C -2.8866 1.7244 -0.7815
H -0.4217 3.5790 -0.3207
H -1.6999 3.9469 0.8793
H -3.0861 2.1525 2.2159
H -1.6283 1.3110 2.8322
H -0.1306 3.2648 1.4189
H -2.9158 0.3741 2.0153
C -0.2634 -0.7878 1.6050
O -0.4551 -1.2113 2.6745
Cl 0.3372 0.8253 -2.2715
C 1.9898 -2.0355 -3.4091
C 1.6020 -2.8279 -2.1684
P 1.5301 -1.9117 -0.5633
C 1.2114 -3.2461 0.6848
C 1.9492 -4.5647 0.5112
C 3.2408 -1.2827 -0.2742
C 4.3813 -2.2835 -0.4320
H 1.2324 -1.2793 -3.6401
H 2.0521 -2.7286 -4.2610
H 2.9571 -1.5365 -3.3089
H 0.5817 -3.2240 -2.2983
H 2.2749 -3.6917 -2.0323
H 1.4361 -2.8084 1.6705
H 0.1205 -3.4172 0.6682
H 3.0223 -4.4473 0.6761
H 1.5820 -5.2811 1.2562
H 1.7927 -5.0116 -0.4738
H 3.3752 -0.4248 -0.9534
H 3.2358 -0.8667 0.7486
H 4.3828 -2.7676 -1.4154
H 5.3352 -1.7559 -0.3145
H 4.3389 -3.0565 0.3416
```

For the LUMO energy (spin up / spin down), the calculation gives -6.7 / -10.7 eV. The value obtained for the orbital gap (spin up / spin down) is 6.22 / 6.06 eV. The multiplicity is 6. Its electronic energy is -2158.6789 hartree. The energy above the lowest of the compared OMol25 structures with the same formula, charge and spin is 0.0 kcal/mol. As for the charge: +2.

Electronic structure analysis, natural (NBO) charges in units of e: C -0.737; C 0.372; H 0.269; H 0.286; H 0.279; O -0.287; I 0.399; Ru 0.008; P 1.206; C -0.957; C -0.947; H 0.270; H 0.279; H 0.259; C -0.951; H 0.256; H 0.285; H 0.276; H 0.259; H 0.253; H 0.256; C 0.553; O -0.410; Cl -0.222; C -0.622; C -0.724; P 1.197; C -0.739; C -0.619; C -0.738; C -0.614; H 0.226; H 0.260; H 0.222; H 0.239; H 0.276; H 0.250; H 0.238; H 0.224; H 0.257; H 0.219; H 0.243; H 0.243; H 0.224; H 0.258; H 0.225

***

[4]
Formula: C6H47BF9NO18PS2
Source: OMol25
Level of theory: ωB97M-V/def2-TZVPD

Geometry as XYZ:
```
85
C6H47BF9NO18PS2 (ωB97M-V/def2-TZVPD)
C -3.3669 0.6866 1.1790
B -2.3923 1.7329 0.6057
O -2.2171 3.0153 0.9610
N -1.4678 1.2811 -0.6342
C -0.8694 2.4830 -1.3105
C -0.3949 0.3907 -0.0186
C 0.6786 -0.0604 -1.0363
C 2.0286 0.6466 -0.9640
F 2.0068 1.7489 -0.1425
F 2.3625 1.1106 -2.2047
C 3.2980 -0.1639 -0.5582
F 3.5129 -1.1004 -1.4801
F 4.3245 0.6538 -0.5202
S 3.2191 -1.0947 1.1071
F 4.5743 -1.8251 0.7427
F 4.0329 0.0563 1.8525
F 1.8596 -0.3609 1.4964
F 2.3734 -2.2534 0.3961
F 3.1530 -1.9020 2.4583
P -2.5056 0.3619 -1.8029
S -1.8811 0.2846 -3.6068
H -3.7589 1.0489 2.1350
H -4.2266 0.5071 0.5232
H -2.9009 -0.2939 1.3303
H -1.8149 3.2075 1.8337
H -0.3585 2.1682 -2.2209
H -1.6473 3.2026 -1.5714
H -0.1820 2.9461 -0.5994
H -0.8923 -0.4907 0.3978
H 0.0153 0.9612 0.8167
H 0.3129 0.1307 -2.0495
H 0.7945 -1.1440 -0.9900
H -2.6425 -0.8486 -1.1173
H -3.7018 1.0563 -1.6113
O -0.4350 4.3103 2.4321
H 0.4427 4.2867 2.8323
H -0.6107 5.2327 2.2203
O -2.6941 -3.0036 -1.8365
H -3.5284 -3.1217 -2.3100
H -2.2358 -3.8402 -1.9601
O 2.6262 4.5045 -1.1293
H 2.3694 3.7055 -1.5985
H 3.1743 4.2021 -0.3877
O 5.7709 -4.1428 2.6230
H 5.5151 -3.3356 2.1706
H 6.6597 -4.3423 2.3031
O -3.1923 -2.5284 1.4358
H -3.4648 -3.2527 0.8640
H -2.7597 -2.9899 2.1691
O -5.4484 -4.4014 -2.5741
H -6.0392 -4.5060 -1.8185
H -5.4621 -5.2622 -3.0087
O -2.3216 -5.0676 2.5972
H -1.8756 -5.4884 3.3387
H -1.9003 -5.4439 1.8185
O 2.5359 2.8840 2.7347
H 3.1798 2.5829 3.3900
H 2.7615 2.4271 1.9197
O 1.2489 -2.5032 -3.1644
H 1.5829 -2.5221 -4.0679
H 2.0379 -2.6346 -2.6274
O -2.7851 4.4195 -3.1122
H -3.5767 4.6126 -2.5994
H -2.8613 4.9943 -3.8806
O 4.5466 4.2471 0.8937
H 4.8650 5.1440 0.7433
H 4.4920 4.1518 1.8511
O 0.3699 -3.3968 2.5241
H 0.9090 -3.3353 1.7313
H 1.0038 -3.4522 3.2469
O 5.0189 2.0480 4.3137
H 5.6128 1.7668 5.0173
H 5.3455 1.5970 3.5288
O -6.4971 1.6676 0.7947
H -7.3477 1.4968 1.2123
H -6.6939 2.3206 0.1155
O 6.9791 -5.9643 0.5973
H 6.1201 -6.1492 0.9926
H 6.7828 -5.5207 -0.2332
O 0.7326 5.9778 -2.9664
H 1.3032 5.5240 -2.3346
H 1.0443 5.7025 -3.8329
O -8.2437 -4.1976 -3.5720
H -7.3114 -3.9637 -3.4885
H -8.7185 -3.3616 -3.5760
```

For the LUMO energy, the calculation gives -2.5 eV. The value obtained for the orbital gap is 9.40 eV. Its electronic energy is -3727.0547 hartree. As for the charge: +1.

Electronic structure analysis, Mulliken charges in units of e: C -0.694; B 0.693; O -0.670; N 0.073; C -0.609; C -1.267; C -1.059; C 1.446; F -0.101; F -0.367; C 0.068; F -0.231; F -0.222; S 1.485; F -0.355; F -0.314; F -0.224; F -0.392; F -0.326; P 0.549; S -0.300; H 0.288; H 0.246; H 0.231; H 0.394; H 0.450; H 0.272; H 0.163; H 0.585; H 0.685; H 0.497; H 0.064; H -0.023; H 0.105; O -0.601; H 0.270; H 0.274; O -0.504; H 0.265; H 0.251; O -0.748; H 0.383; H 0.364; O -0.655; H 0.304; H 0.343; O -0.542; H 0.258; H 0.301; O -0.704; H 0.346; H 0.330; O -0.603; H 0.288; H 0.298; O -0.506; H 0.295; H 0.149; O -0.580; H 0.312; H 0.283; O -0.574; H 0.281; H 0.269; O -0.638; H 0.284; H 0.307; O -0.574; H 0.280; H 0.303; O -0.640; H 0.298; H 0.304; O -0.569; H 0.284; H 0.297; O -0.645; H 0.337; H 0.307; O -0.620; H 0.358; H 0.301; O -0.630; H 0.356; H 0.314